Run i
Computed, not measured: a cluster of 2 separate species, C3H9NS in total, with ωB97M-V with the def2-TZVPD basis set.

Properties
LUMO energy, eV: 0.88
HOMO energy, eV: -8.66
SMILES: C/C=C/N.S

Last columns: bonded neighbours and bond lengths (Å).
Positions of all 14 atoms, in Å:
1 S 0.50385 2.24795 2.19569  H7 1.331, H11 1.422
2 N -1.44525 0.61044 0.49167  C4 1.426, H10 1.009, H13 1.010
3 C 1.17657 -1.55347 -1.21433  C5 1.505, H6 1.093, H12 1.090, H14 1.089
4 C -0.75892 -0.43857 -0.18743  N2 1.426, C5 1.336, H8 1.089
5 C 0.53545 -0.38490 -0.51445  C3 1.505, C4 1.336, H9 1.084
6 H 2.04650 -1.92146 -0.66430  C3 1.093
7 H 0.21688 3.20937 1.32098  S1 1.331
8 H -1.31228 -1.36620 -0.32607  C4 1.089
9 H 1.11012 0.46976 -0.17745  C5 1.084
10 H -1.69654 1.38721 -0.10083  N2 1.009
11 H -0.09622 1.10496 1.60056  S1 1.422
12 H 1.48738 -1.24541 -2.21218  C3 1.090
13 H -2.25559 0.27693 0.99420  N2 1.010
14 H 0.48804 -2.39660 -1.20607  C3 1.089

---

Run ii
Computed, not measured: a cluster of 2 separate species, C3H9NS in total, with ωB97M-V with the def2-TZVPD basis set.

Properties
LUMO energy, eV: 0.94
HOMO energy, eV: -8.63
SMILES: C=CN.CS

Last columns: bonded neighbours and bond lengths (Å).
Positions of all 14 atoms, in Å:
1 S 0.04580 1.77638 -1.62104  C3 1.802, H10 1.333
2 N 0.05409 0.82585 1.70828  C4 1.398, H8 1.013, H14 1.008
3 C 0.77597 0.24120 -2.21957  S1 1.802, H9 1.087, H11 1.097, H12 1.087
4 C 0.02560 -0.57149 1.71197  N2 1.398, C5 1.333, H6 1.086
5 C -0.74615 -1.34135 0.94436  C4 1.333, H7 1.086, H13 1.078
6 H 0.70968 -1.04327 2.41072  C4 1.086
7 H -1.54609 -0.87758 0.37522  C5 1.086
8 H -0.12582 1.21033 2.62773  N2 1.013
9 H 0.53216 -0.04553 -3.23925  C3 1.087
10 H -0.96788 1.16626 -1.00770  S1 1.333
11 H 1.85625 0.43283 -2.22518  C3 1.097
12 H 0.68726 -0.58179 -1.51463  C3 1.087
13 H -0.69978 -2.41746 0.99405  C5 1.078
14 H -0.60109 1.22561 1.05505  N2 1.008

---

Short version: run ii is the most stable of them.